1.
Formula: C4H11NO
Source: the OMol25 dataset
Level of theory: ωB97M-V/def2-TZVPD

Each line ends with the natural charge from an NBO analysis.
Atoms and positions in Å:
C  0.98421  -1.35390  1.86244  -0.6141
C  1.20817  -0.80496  0.45586  -0.4243
C  0.20915  0.27395  0.30834  -0.2888
C  0.39045  1.35373  -0.41234  0.0104
N  -0.69884  2.29831  -0.46595  -0.8529
H  1.95826  -1.63159  2.41235  0.2063
H  0.31629  -2.19425  1.90997  0.2086
H  0.54422  -0.72026  2.57053  0.2042
H  2.24053  -0.40265  0.35577  0.2032
H  1.14076  -1.61499  -0.38953  0.2079
H  -0.57236  0.08724  0.94050  0.1858
H  1.26119  1.62696  -0.96948  0.1976
H  -0.75767  3.02854  -1.15566  0.3831
H  -1.51787  2.05639  0.01910  0.3725
O  -2.31843  -1.02661  -2.54380  -0.9498
H  -2.54121  -0.57317  -1.73395  0.4734
H  -1.84684  -0.40276  -3.16413  0.4769

Summary:
* ΔE to the lowest compared entry with this formula, charge and spin: 47.5 kcal/mol
* HOMO level: -7.90 eV
* gap between HOMO and LUMO: 8.764 eV
* spin multiplicity: 1

---

2.
Formula: C4H11NO
Source: the OMol25 dataset
Level of theory: ωB97M-V/def2-TZVPD

Each line ends with the natural charge from an NBO analysis.
Atoms and positions in Å:
C  0.67970  -1.11173  1.06697  -0.6477
C  0.20743  0.35892  0.82804  -0.0812
N  -0.97131  0.60191  1.71358  -0.8365
C  0.01070  0.62850  -0.73582  0.0831
C  1.23448  0.04412  -1.53333  -0.6481
O  -1.28078  -0.11914  -1.29938  -0.7369
H  -0.08283  -1.75321  0.61261  0.1977
H  1.73033  -1.56916  0.66694  0.2157
H  0.88538  -1.21479  2.14491  0.2239
H  0.96785  1.05865  1.21178  0.1950
H  -1.76032  0.65467  1.03065  0.3714
H  -1.19450  -0.21108  2.31705  0.3603
H  -0.16117  1.65814  -1.08060  0.2064
H  1.39470  0.38743  -2.55303  0.2247
H  2.15457  0.27448  -1.05784  0.2143
H  1.31339  -1.07720  -1.56297  0.2106
H  -0.99589  -0.98704  -1.08472  0.4473

Summary:
* ΔE to the lowest compared entry with this formula, charge and spin: 46.0 kcal/mol
* HOMO level: -9.54 eV
* gap between HOMO and LUMO: 10.426 eV
* spin multiplicity: 1

---

3.
Formula: C4H11NO
Source: the OMol25 dataset
Level of theory: ωB97M-V/def2-TZVPD

Each line ends with the natural charge from an NBO analysis.
Atoms and positions in Å:
C  0.56753  1.56412  1.97350  -0.4094
C  1.03774  2.16208  0.86672  -0.1682
C  1.38095  1.36135  -0.38430  -0.6598
H  -0.10173  2.06694  2.68644  0.2047
H  0.78279  0.50023  2.21599  0.1876
H  0.98335  3.23316  0.78616  0.1924
H  0.56036  0.83782  -0.87203  0.2070
H  1.89679  2.06819  -1.06335  0.2178
H  2.01268  0.57217  0.01252  0.2259
N  -1.96323  -1.05097  -1.03058  -0.8763
C  -0.75781  -1.84070  -1.11648  0.0813
O  -0.00687  -1.81978  0.10697  -0.7416
H  -2.83225  -1.54020  -1.11975  0.3825
H  -1.82281  -0.16842  -1.48826  0.3723
H  -1.04633  -2.85429  -1.40376  0.1713
H  -0.03542  -1.40526  -1.81184  0.1452
H  0.01290  -0.91631  0.44133  0.4673

Summary:
* ΔE to the lowest compared entry with this formula, charge and spin: 53.9 kcal/mol
* HOMO level: -9.43 eV
* gap between HOMO and LUMO: 10.377 eV
* spin multiplicity: 1